C27H32CaF6IN4O4 | ωB97M-V/def2-TZVPD

Each line ends with the Mulliken charge.
CARTESIAN COORDINATES (ANGSTROEM)
Ca (0.13676, -0.08955, -0.08617)  2.859
C (2.99524, -2.71662, 0.30243)  -1.195
N (1.58707, -2.77741, -0.06288)  1.545
C (1.43492, -3.25471, -1.45070)  -1.469
C (0.24557, -2.64157, -2.19585)  -0.233
C (0.59870, -1.30353, -2.90414)  -0.774
N (-0.14714, -0.18218, -2.35366)  0.320
C (-0.83987, 0.56875, -3.10646)  -1.040
C (-1.58474, 1.75206, -2.67657)  1.066
C (-2.23140, 2.49212, -3.67220)  -0.566
C (-2.94572, 3.63944, -3.40086)  -0.839
C (-3.03070, 4.06116, -2.06573)  -0.544
C (-2.40739, 3.35785, -1.06038)  -1.151
C (-1.63480, 2.18769, -1.31154)  -0.165
O (-1.02710, 1.58395, -0.34852)  0.440
C (0.80398, -3.62100, 0.84004)  -1.175
C (0.94773, -3.31872, 2.33472)  -1.077
C (0.71514, -1.85452, 2.72972)  -0.951
N (-0.44406, -1.35159, 2.02088)  1.001
C (-1.58237, -1.34552, 2.59341)  -0.939
C (-2.82595, -1.01604, 1.91238)  0.759
C (-3.99966, -0.85633, 2.66420)  -0.591
C (-5.20706, -0.55591, 2.07624)  -0.829
C (-5.24782, -0.41270, 0.67481)  -0.459
C (-4.12517, -0.58497, -0.09643)  -0.817
C (-2.85685, -0.91495, 0.47798)  0.107
O (-1.83311, -1.13148, -0.25436)  -0.239
H (3.47528, -3.71045, 0.28338)  0.304
H (3.12019, -2.29077, 1.29721)  0.377
H (3.50831, -2.04845, -0.38732)  0.008
H (1.36095, -4.35103, -1.45986)  0.375
H (2.35272, -3.00390, -1.98705)  0.571
H (-0.56624, -2.45605, -1.48681)  -0.035
H (-0.13835, -3.35317, -2.92793)  0.537
H (0.45983, -1.39137, -3.98708)  0.617
H (1.65301, -1.08095, -2.71177)  -0.231
H (-0.89699, 0.34708, -4.18034)  0.028
H (-2.16172, 2.13663, -4.69843)  0.312
H (-3.42336, 4.20099, -4.19361)  0.361
H (-3.60124, 4.95112, -1.82102)  0.422
H (-2.49271, 3.68134, -0.02861)  0.236
H (1.07311, -4.67992, 0.69208)  0.425
H (-0.24641, -3.50698, 0.56049)  0.385
H (1.93122, -3.63299, 2.69807)  0.380
H (0.20393, -3.93771, 2.84140)  0.437
H (1.57797, -1.25322, 2.43509)  -0.011
H (0.61071, -1.78589, 3.81978)  0.669
H (-1.66068, -1.59562, 3.66210)  0.153
H (-3.93859, -0.96931, 3.74425)  0.364
H (-6.10075, -0.42728, 2.67458)  0.366
H (-6.18759, -0.16191, 0.19595)  0.395
H (-4.15300, -0.46242, -1.17436)  0.413
C (4.04000, 0.72288, -1.99553)  -2.018
C (3.15530, 1.14927, -0.80323)  1.067
O (2.18931, 0.24816, -0.54187)  -0.928
C (2.58383, 2.55409, -1.15141)  0.120
F (3.57110, 3.46336, -1.38028)  -0.337
F (1.79247, 3.06884, -0.20314)  -0.149
F (1.84807, 2.47751, -2.27289)  -0.269
C (4.11963, 1.31137, 0.43492)  0.449
F (5.33115, 1.82731, 0.10732)  -0.331
F (3.64927, 2.09590, 1.42988)  -0.273
F (4.36043, 0.10449, 0.97889)  -0.224
H (3.36869, 0.48223, -2.81972)  0.398
H (4.58141, -0.18088, -1.71200)  0.402
H (4.74980, 1.48445, -2.30988)  0.408
N (1.17072, 2.48767, 3.53026)  -0.401
C (0.37642, 1.85998, 2.62419)  0.192
O (0.85783, 1.06173, 1.83783)  -0.214
C (-1.10205, 2.21612, 2.61325)  -0.532
I (-2.00825, 2.25199, 4.55050)  0.013
H (2.16313, 2.39295, 3.37959)  0.281
H (0.84011, 3.27425, 4.05929)  0.190
H (-1.65767, 1.50653, 2.01222)  -0.323
H (-1.23449, 3.20828, 2.19124)  0.575

Atomic forces in eV per Å
0.74 -1.79 1.38
-0.07 0.01 0.00
-0.05 0.04 -0.13
-0.01 0.14 0.09
0.11 0.29 0.13
-0.14 0.01 0.16
-0.01 -0.14 -1.12
0.04 0.04 0.17
0.13 -0.14 0.04
-0.03 -0.06 -0.07
-0.01 0.08 0.15
0.03 -0.13 -0.09
-0.04 0.01 -0.06
0.06 -0.06 0.18
-1.26 2.04 -0.70
-0.02 0.15 0.02
0.09 0.14 -0.12
-0.15 -0.10 -0.21
0.11 -0.21 0.34
-0.07 0.05 -0.19
0.17 0.03 0.03
0.07 0.02 0.02
-0.01 0.01 -0.11
0.11 -0.02 0.12
-0.03 0.03 0.06
0.13 -0.24 -0.09
-1.13 -0.33 0.02
0.01 -0.04 -0.01
-0.02 -0.03 -0.04
-0.04 -0.03 0.02
0.00 -0.11 0.05
0.01 -0.01 -0.01
-0.06 -0.06 -0.10
0.02 -0.03 -0.05
-0.07 0.03 -0.13
-0.03 -0.02 -0.06
0.00 0.03 -0.11
0.02 0.02 0.06
-0.01 -0.03 0.02
0.01 -0.01 0.01
0.04 0.00 -0.02
0.03 -0.12 -0.02
0.01 -0.01 -0.01
-0.04 -0.02 0.00
-0.01 -0.06 0.05
-0.03 0.05 0.03
-0.05 0.01 0.11
-0.04 -0.08 0.07
0.02 0.01 -0.02
0.03 0.00 -0.03
-0.02 0.02 -0.02
-0.02 -0.03 0.06
-0.10 -0.11 0.02
0.07 -0.30 0.21
1.55 0.91 -0.38
-0.07 -0.29 0.05
-0.15 0.02 0.02
0.03 0.01 -0.01
0.09 0.10 -0.02
-0.13 -0.17 -0.16
-0.04 0.01 0.04
-0.03 -0.06 -0.06
0.06 0.14 -0.01
0.04 0.02 0.02
-0.01 0.01 -0.03
0.05 0.02 -0.02
-0.01 0.04 -0.12
0.23 -0.02 -0.04
-0.25 0.52 0.72
0.21 -0.10 -0.07
0.05 0.00 -0.02
-0.03 0.00 -0.03
-0.10 -0.04 0.05
0.01 -0.06 -0.02
0.00 0.03 -0.01

Output
Net charge: -1
Frontier orbital gap: 6.392 eV
E_tot: -85520.7443 eV
Largest force on an atom: 2.50 eV/Å
Molecular weight: 757.55 g mol⁻¹

C27H32Cl2N2O4V | ωB97M-V/def2-TZVPD

Each line ends with the Mulliken charge.
CARTESIAN COORDINATES (ANGSTROEM)
V (0.88709, -0.25379, -1.32733)  0.094
Cl (2.12511, 0.95357, -0.02894)  -0.464
N (0.61223, -1.79196, 0.19537)  0.851
N (-0.30833, 1.40205, -2.00306)  0.400
C (1.72609, -2.50162, 0.26707)  0.473
C (0.08585, 1.90982, -3.16013)  0.531
C (-0.27600, -2.24097, 1.28777)  1.391
C (0.65719, -3.11809, 2.13556)  -0.731
C (-1.40760, -3.07289, 0.71249)  -1.625
C (-0.81239, -1.07496, 2.08094)  -1.788
H (-1.01618, -3.91846, 0.13015)  0.316
H (-2.04617, -2.45676, 0.06889)  0.235
H (-2.01290, -3.46677, 1.53946)  0.448
H (-0.03963, -0.31966, 2.25342)  0.199
H (-1.16824, -1.44181, 3.05679)  0.450
H (-1.65475, -0.59581, 1.56878)  0.189
C (-1.35052, 2.29871, -1.46942)  1.257
C (-1.77805, 3.08097, -2.70685)  -0.707
C (-0.75971, 3.26367, -0.46386)  -1.061
C (-2.45157, 1.48443, -0.82007)  -1.771
H (-2.79225, 0.69743, -1.50259)  0.449
H (-3.29415, 2.14993, -0.58912)  0.490
H (-2.08782, 1.04819, 0.11858)  -0.022
H (0.07280, 3.82550, -0.90691)  0.430
H (-0.40459, 2.71172, 0.42938)  -0.157
H (-1.54613, 3.96500, -0.15277)  0.475
O (-0.64680, 2.88233, -3.65471)  -0.444
H (-1.88566, 4.16345, -2.57005)  0.285
H (-2.68088, 2.67570, -3.18412)  0.345
O (1.85503, -3.30480, 1.29867)  -0.474
H (0.26738, -4.11945, 2.37232)  0.318
H (0.98685, -2.62415, 3.06356)  0.320
C (2.73251, -2.43185, -0.83421)  -1.947
C (1.24290, 1.31497, -3.87235)  -1.823
C (1.19838, -0.14750, -3.52194)  0.974
H (2.16377, 1.79496, -3.49308)  0.356
H (1.16412, 1.50007, -4.94952)  0.317
C (2.17529, -0.70405, -2.63216)  -1.991
C (1.95561, -1.99538, -2.04907)  0.643
H (2.93465, -0.02938, -2.17172)  0.585
C (0.99891, -2.83635, -2.64916)  2.270
C (0.15198, -2.30908, -3.61883)  -1.496
C (0.91390, -4.28443, -2.26713)  -1.923
C (0.24146, -1.00356, -4.08467)  2.171
H (-0.60224, -2.96751, -4.05866)  0.310
C (-0.63259, -0.51775, -5.19983)  -1.841
H (-1.13737, -1.36791, -5.67270)  0.497
H (-0.05607, 0.00339, -5.97582)  0.293
H (-1.41729, 0.17234, -4.85481)  0.218
H (1.90635, -4.73724, -2.14744)  0.289
H (0.38021, -4.83891, -3.04847)  0.501
H (0.35943, -4.44255, -1.33055)  0.194
H (3.20568, -3.40902, -0.97838)  0.418
H (3.50100, -1.69519, -0.55009)  0.368
Cl (-0.87107, 1.90419, 8.58735)  -0.257
C (-0.42973, 2.12234, 6.95596)  0.363
C (-0.87318, 3.26729, 6.25935)  -0.579
C (-0.53246, 3.42346, 4.90868)  -0.308
C (0.20411, 2.44133, 4.26255)  0.223
C (0.68662, 1.33471, 4.95571)  -0.087
C (0.36967, 1.16658, 6.30475)  -0.619
C (0.45588, 2.58253, 2.76703)  -0.017
O (1.37709, 3.35047, 2.45805)  -0.718
O (-0.33270, 1.90768, 2.02758)  -0.691
H (-1.47493, 4.01051, 6.77348)  0.377
H (-0.85307, 4.30673, 4.36396)  0.417
H (1.31474, 0.60480, 4.43493)  0.445
H (0.72309, 0.29878, 6.86194)  0.364

Atomic forces in eV per Å
-3.83 -0.45 1.14
1.17 1.02 1.15
1.87 -1.67 0.07
0.78 1.32 -2.01
-2.54 1.60 -0.48
-1.13 -1.52 2.64
0.23 0.13 -0.04
0.74 -0.10 0.14
-0.19 -0.23 -0.16
-0.09 0.11 0.47
-0.17 0.19 0.12
0.13 -0.14 0.06
0.01 0.05 -0.17
-0.25 -0.05 -0.08
-0.04 0.16 -0.19
0.26 -0.01 0.12
0.16 0.22 0.29
0.20 -0.20 -0.97
0.38 0.00 0.35
-0.33 0.09 -0.12
-0.03 0.03 0.13
0.07 -0.20 0.05
-0.04 0.12 -0.24
-0.13 -0.04 0.06
-0.06 0.44 -0.46
0.13 -0.03 0.00
-0.74 0.95 -0.10
0.07 -0.36 0.10
0.21 0.03 -0.08
-0.10 -0.67 0.84
0.09 0.36 -0.14
-0.10 -0.12 -0.34
0.14 -0.07 -0.04
0.18 0.16 -0.24
0.99 -0.60 -0.12
-0.30 -0.22 -0.16
0.05 0.06 0.14
2.91 1.19 -0.33
0.41 0.64 -0.29
0.13 -0.79 -1.16
-0.13 -0.44 -0.32
-0.37 -1.07 -0.20
-0.34 -0.20 -0.01
-0.14 0.49 -0.28
0.24 0.11 0.01
-0.45 -0.07 -0.07
0.04 0.16 0.04
-0.11 -0.09 0.12
0.11 -0.02 -0.07
-0.19 0.06 -0.02
0.10 0.03 0.16
0.18 -0.02 -0.08
0.09 0.03 0.26
-0.19 -0.22 -0.16
-0.24 -0.15 1.04
0.41 0.50 -2.05
0.44 -0.64 -0.04
-0.21 -0.28 0.97
0.07 -0.15 -0.52
-0.20 0.03 0.42
-0.23 0.32 0.18
-0.29 -0.25 -0.40
-0.17 -0.03 -0.20
0.62 0.34 1.14
0.07 -0.10 -0.02
0.01 -0.14 0.04
-0.29 0.21 0.19
-0.07 0.21 -0.11

Output
Net charge: -1
Frontier orbital gap (alpha / beta): 5.242 / 5.354 eV
Multiplicity: 3
E_tot: -90422.5935 eV
Largest force on an atom: 4.02 eV/Å
Molecular weight: 570.41 g mol⁻¹

We obtain energy relative to the best compared isomer or geometry (same formula, charge and spin) values of 0.000 0.813 eV for the records listed above, in that order.